No. 1
Here is an isolated molecule of C6H9N from OMol25. Energies are from ωB97M-V/def2-TZVPD.

Atoms and positions in Å:
C (-1.07, -0.44, -2.71)
C (-0.71, 0.47, -1.62)
C (-0.41, 1.12, -0.65)
C (-0.02, 1.42, 0.73)
C (0.09, 0.02, 1.33)
C (1.36, -0.71, 1.22)
N (0.88, -0.24, 2.53)
H (-0.34, -1.26, -2.75)
H (-1.09, 0.05, -3.68)
H (-2.05, -0.89, -2.52)
H (-0.77, 2.03, 1.25)
H (0.93, 1.95, 0.80)
H (-0.82, -0.56, 1.20)
H (2.24, -0.18, 0.86)
H (1.34, -1.77, 0.98)
H (0.45, -1.01, 3.03)

Output
* HOMO: -9.476 eV
* SMILES: CC#CC[C@H]1CN1
* energy relative to the best compared isomer or geometry (same formula, charge and spin): 3.0747 eV

Löwdin population analysis, charges in e, atoms 1 to 6: C -0.11; C -0.09; C -0.05; C -0.16; C -0.36; C -0.15



No. 2
Here is a cluster of 7 separate species, C14H26F6O22PS5 in total from OMol25. Energies are from ωB97M-V/def2-TZVPD.

Atoms and positions in Å:
P (0.12, 0.30, 0.00)
F (-1.37, -0.13, 0.43)
F (-0.57, 1.72, -0.54)
F (0.33, 0.96, 1.49)
F (1.59, 0.69, -0.46)
F (0.73, -1.18, 0.49)
F (-0.03, -0.43, -1.49)
O (2.75, -7.21, 2.12)
C (2.63, -5.98, 2.06)
O (3.30, -5.30, 1.14)
C (3.38, -3.90, 1.31)
C (2.13, -3.66, 2.19)
C (1.82, -4.96, 2.87)
H (3.44, -3.27, 0.42)
H (4.25, -3.76, 1.95)
H (1.26, -3.29, 1.65)
H (2.42, -2.84, 2.85)
H (0.77, -5.21, 3.03)
H (2.26, -4.98, 3.86)
C (3.68, 0.25, 2.59)
C (3.15, 1.71, 2.86)
O (4.28, 2.51, 3.33)
S (5.68, 1.57, 3.32)
O (6.07, 0.92, 4.58)
O (6.69, 2.31, 2.57)
O (4.99, 0.52, 2.27)
H (3.25, -0.23, 1.71)
H (3.62, -0.36, 3.49)
H (2.36, 1.68, 3.61)
H (2.65, 2.13, 1.98)
C (-2.80, -0.35, -3.20)
C (-3.21, -0.67, -1.79)
O (-4.59, -0.92, -1.94)
S (-5.27, 0.32, -2.82)
O (-5.69, 1.41, -1.93)
O (-6.32, -0.28, -3.68)
O (-3.85, 0.54, -3.61)
H (-2.74, -1.23, -3.84)
H (-1.91, 0.27, -3.17)
H (-3.03, 0.00, -0.95)
H (-2.86, -1.61, -1.36)
C (-3.48, 2.55, 0.94)
C (-2.31, 3.55, 1.11)
O (-2.80, 4.59, 1.96)
S (-4.18, 4.32, 2.81)
O (-5.20, 5.25, 2.38)
O (-3.91, 4.07, 4.25)
O (-4.33, 2.77, 2.08)
H (-3.33, 1.47, 0.95)
H (-4.12, 2.66, 0.06)
H (-1.95, 4.15, 0.27)
H (-1.53, 3.03, 1.66)
C (0.49, 3.86, -3.01)
C (-0.24, 5.16, -3.12)
O (0.82, 6.06, -2.84)
S (2.24, 5.60, -3.69)
O (3.47, 5.90, -2.93)
O (2.17, 6.18, -5.07)
O (1.79, 4.00, -3.58)
H (-0.06, 3.02, -3.42)
H (0.71, 3.61, -1.97)
H (-1.00, 5.48, -2.40)
H (-0.61, 5.24, -4.14)
C (0.40, -4.50, -1.13)
C (-0.65, -3.44, -0.90)
O (-1.88, -4.08, -1.13)
S (-1.81, -5.71, -1.12)
O (-2.12, -6.33, -2.36)
O (-2.53, -6.20, 0.00)
O (-0.19, -5.74, -0.71)
H (1.35, -4.24, -0.65)
H (0.52, -4.55, -2.22)
H (-0.54, -2.63, -1.63)
H (-0.54, -3.15, 0.14)

Output
* HOMO (spin up / spin down): -10.220 / -10.220 eV
* ⟨S²⟩: 0.756
* multiplicity: 2

Löwdin population analysis, charges in e, atoms 1 to 6: P 0.26; F -0.17; F -0.19; F -0.17; F -0.12; F -0.19



No. 3
Here is a cluster of 2 separate species, C6H18N in total from OMol25. Energies are from ωB97M-V/def2-TZVPD.

Atoms and positions in Å:
C (2.13, -0.60, -0.47)
C (2.42, -1.71, 0.44)
N (0.94, -1.09, -1.42)
H (1.68, 0.31, 0.09)
H (2.88, -0.25, -1.21)
H (2.52, -2.72, 0.02)
H (1.61, -1.82, 1.27)
H (0.14, -1.31, -0.85)
H (0.71, -0.15, -1.89)
H (1.36, -1.61, -2.16)
H (3.28, -1.51, 1.07)
C (-1.01, 0.73, 0.55)
C (-1.97, 1.39, 1.51)
C (-1.96, -0.30, -0.15)
C (-0.39, 1.69, -0.45)
H (-0.13, 0.38, 1.12)
H (-2.86, 1.70, 1.06)
H (-2.69, -0.19, -0.99)
H (-1.65, -1.31, -0.43)
H (-2.71, -0.74, 0.57)
H (-0.05, 2.52, 0.19)
H (0.48, 1.29, -0.96)
H (-1.07, 2.21, -1.16)
H (-1.48, 2.35, 1.88)
H (-2.18, 0.75, 2.38)

Output
* HOMO: -14.734 eV
* net charge: +1
* energy relative to the best compared isomer or geometry (same formula, charge and spin): 1.8360 eV

Löwdin population analysis, charges in e, atoms 1 to 6: C -0.18; C -0.10; N 0.19; H 0.12; H 0.14; H 0.10



No. 4
Here is an isolated molecule of C7H12 from OMol25. Energies are from ωB97M-V/def2-TZVPD.

Atoms and positions in Å:
C (-3.14, 0.77, 0.17)
C (-2.12, 0.01, -0.71)
C (-0.74, 0.10, -0.09)
C (0.35, -0.60, -0.90)
C (1.66, -0.48, -0.27)
C (2.71, -0.36, 0.30)
C (3.94, -0.17, 1.06)
H (-3.35, 0.18, 1.08)
H (-2.70, 1.76, 0.54)
H (-4.11, 0.81, -0.36)
H (-2.38, -1.07, -0.85)
H (-2.10, 0.42, -1.74)
H (-0.77, -0.31, 0.93)
H (-0.44, 1.16, 0.02)
H (0.08, -1.65, -1.02)
H (0.38, -0.16, -1.91)
H (3.66, 0.28, 2.03)
H (4.64, 0.46, 0.51)
H (4.43, -1.14, 1.23)

Output
* HOMO: -9.307 eV
* SMILES: CC#CCCCC
* energy relative to the best compared isomer or geometry (same formula, charge and spin): 1.4327 eV

Löwdin population analysis, charges in e, atoms 1 to 6: C -0.12; C -0.28; C -0.26; C -0.23; C -0.05; C -0.09



No. 5
Here is a structure of composition AlH8O4 from OMol25. Energies are from ωB97M-V/def2-TZVPD.

Atoms and positions in Å:
Al (-0.70, -0.37, -0.84)
O (1.42, -1.06, -1.31)
H (1.94, -1.47, -0.62)
H (1.70, -1.50, -2.11)
O (-0.87, 1.86, -1.05)
H (-0.43, 2.28, -1.79)
H (-1.03, 2.58, -0.43)
O (0.28, -1.39, 0.88)
H (0.45, -0.94, 1.71)
H (0.35, -2.32, 1.09)
O (-1.05, 0.56, 1.16)
H (-0.30, 1.04, 1.53)
H (-1.77, 0.73, 1.76)

Output
* HOMO: -26.899 eV
* net charge: +3
* energy relative to the best compared isomer or geometry (same formula, charge and spin): 2.0723 eV

Löwdin population analysis, charges in e, atoms 1 to 6: Al 1.56; O 0.11; H 0.12; H 0.14; O 0.11; H 0.14



No. 6
Here is a cluster of 2 separate species, C5H13NS in total from OMol25. Energies are from ωB97M-V/def2-TZVPD.

Atoms and positions in Å:
C (-0.44, -1.51, -0.27)
C (-1.72, -2.32, 0.14)
S (2.43, 2.70, -2.18)
C (0.37, -1.00, 0.81)
N (0.39, 0.67, 0.98)
C (1.29, 1.18, -0.05)
C (-0.98, 1.17, 0.65)
H (0.12, -1.83, -1.10)
H (-1.64, -3.51, 0.23)
H (-1.97, -1.95, 1.18)
H (-2.64, -2.11, -0.48)
H (2.84, 3.21, -3.31)
H (1.43, -1.08, 0.80)
H (0.02, -1.24, 1.92)
H (1.05, 0.71, -1.05)
H (1.10, 2.23, -0.18)
H (2.35, 1.01, 0.20)
H (-1.20, 0.96, -0.42)
H (-1.65, 0.51, 1.25)
H (-1.14, 2.22, 0.88)

Output
* HOMO: -6.772 eV
* energy relative to the best compared isomer or geometry (same formula, charge and spin): 7.3285 eV

Löwdin population analysis, charges in e, atoms 1 to 6: C -0.03; C -0.09; S 0.21; C -0.17; N -0.16; C -0.29



No. 7
Here is a cluster of 13 separate species, C5H38N2O12S in total from OMol25. Energies are from ωB97M-V/def2-TZVPD.

Atoms and positions in Å:
C (-0.88, 1.18, -1.67)
N (-2.03, 0.64, -0.94)
C (-1.80, 0.24, 0.43)
C (-3.01, -0.64, 0.80)
S (-3.08, -2.36, 0.29)
C (-0.25, 2.51, -1.07)
N (0.99, 2.78, -1.77)
C (1.33, 4.21, -1.57)
H (-1.25, 1.36, -2.68)
H (-0.03, 0.53, -1.50)
H (-2.47, -0.03, -1.62)
H (-0.93, -0.40, 0.48)
H (-1.77, 1.08, 1.12)
H (-3.98, -0.18, 0.56)
H (-3.29, -0.71, 1.90)
H (-2.92, -2.21, -1.08)
H (-0.05, 2.50, 0.00)
H (-1.04, 3.21, -1.33)
H (1.04, 2.52, -2.75)
H (1.27, 4.49, -0.55)
H (0.65, 4.83, -2.18)
H (2.37, 4.41, -1.78)
H (0.76, -2.10, -3.91)
H (0.36, -1.08, -4.95)
O (0.26, -2.01, -4.72)
H (1.89, -2.13, -1.64)
H (0.73, -1.22, -1.68)
O (1.34, -1.63, -2.28)
H (-1.17, 4.58, 0.23)
H (-1.28, 5.20, 1.63)
O (-1.64, 5.23, 0.75)
H (-0.29, -3.09, 0.20)
H (0.86, -2.07, 0.27)
O (0.57, -2.92, 0.59)
H (-0.50, 0.20, 4.39)
H (-0.63, -0.01, 2.86)
O (-0.67, -0.46, 3.71)
H (2.19, 0.63, 2.63)
H (2.16, 1.24, 1.28)
O (2.40, 1.46, 2.18)
H (-1.83, -0.13, -4.39)
H (-1.66, -1.61, -4.12)
O (-1.54, -0.74, -3.70)
H (3.78, -2.37, 0.13)
H (3.85, -2.43, -1.49)
O (3.40, -2.07, -0.72)
H (0.30, -2.68, 3.72)
H (0.72, -3.09, 2.32)
O (0.92, -3.31, 3.29)
H (0.83, 2.11, 2.61)
H (-0.17, 3.07, 3.12)
O (-0.14, 2.17, 2.76)
H (1.84, -1.68, 2.81)
H (3.08, -2.01, 3.60)
O (2.76, -1.30, 3.01)
H (2.64, -0.35, -0.62)
H (1.91, 1.08, -0.84)
O (1.89, 0.21, -0.43)

Output
* HOMO (spin up / spin down): -13.087 / -13.078 eV
* ⟨S²⟩: 0.754
* net charge: +1
* multiplicity: 2
* energy relative to the best compared isomer or geometry (same formula, charge and spin): 0.4712 eV

Löwdin population analysis, charges in e, atoms 1 to 6: C -0.11; N 0.18; C -0.19; C -0.55; S 0.78; C -0.21



No. 8
Here is a structure of composition C23H28MnNOPSi from OMol25. Energies are from ωB97M-V/def2-TZVPD.

Atoms and positions in Å:
Mn (0.00, 0.00, 0.00)
O (-1.83, -0.18, 1.92)
N (-0.44, -0.34, 1.85)
C (0.12, 0.62, 2.51)
C (1.58, 0.73, 2.66)
C (2.04, 0.60, 3.98)
C (3.40, 0.69, 4.26)
C (4.30, 0.91, 3.23)
C (3.85, 1.05, 1.92)
C (2.48, 0.99, 1.59)
P (1.91, 1.23, -0.15)
C (3.35, 1.89, -1.05)
C (3.65, 3.25, -1.18)
C (4.77, 3.68, -1.90)
C (5.61, 2.75, -2.50)
C (5.33, 1.39, -2.39)
C (4.21, 0.97, -1.67)
C (0.78, 2.65, 0.01)
C (-0.34, 2.70, -0.83)
C (-1.27, 3.74, -0.74)
C (-1.09, 4.75, 0.20)
C (0.01, 4.73, 1.04)
C (0.94, 3.69, 0.95)
H (-2.15, -0.92, 1.37)
H (-0.48, 1.39, 3.04)
H (1.33, 0.42, 4.79)
H (3.75, 0.57, 5.29)
H (5.36, 0.97, 3.44)
H (4.60, 1.23, 1.15)
H (3.02, 4.02, -0.74)
H (4.98, 4.74, -1.99)
H (6.48, 3.08, -3.06)
H (5.98, 0.66, -2.87)
H (4.01, -0.10, -1.61)
H (-0.51, 1.91, -1.56)
H (-2.14, 3.75, -1.40)
H (-1.82, 5.56, 0.27)
H (0.16, 5.52, 1.77)
H (1.80, 3.70, 1.62)
C (-1.05, -3.93, -2.77)
Si (-1.29, -2.31, -1.89)
C (-2.68, -2.47, -0.66)
C (-1.71, -0.98, -3.13)
C (0.28, -1.84, -0.99)
H (-1.98, -4.21, -3.30)
H (-0.80, -4.72, -2.03)
H (-0.22, -3.84, -3.50)
H (-3.62, -2.74, -1.19)
H (-2.83, -1.50, -0.13)
H (-2.43, -3.25, 0.08)
H (-2.65, -1.26, -3.67)
H (-0.89, -0.88, -3.87)
H (-1.86, -0.01, -2.61)
H (1.11, -1.74, -1.73)
H (0.53, -2.63, -0.25)
H (-1.29, 0.87, -0.75)

Output
* HOMO (spin up / spin down): -10.725 / -11.962 eV
* ⟨S²⟩: 6.398
* net charge: +1
* multiplicity: 5

Löwdin population analysis, charges in e, atoms 1 to 6: Mn 0.59; O -0.03; N -0.10; C -0.07; C -0.21; C -0.01



No. 9
Here is a structure of composition C51H50Cl2F6N7O2Ti from OMol25. Energies are from ωB97M-V/def2-TZVPD.

Atoms and positions in Å:
Ti (-1.36, 0.32, -0.34)
Cl (-4.06, 6.49, 1.22)
C (-3.86, 4.82, 1.06)
C (-2.58, 4.34, 0.76)
C (-2.45, 3.02, 0.35)
N (-1.27, 2.52, -0.18)
C (-0.45, 3.57, -0.67)
O (0.51, 4.04, -0.06)
C (-0.81, 4.25, -2.00)
C (0.11, 5.19, -2.54)
C (-0.22, 5.80, -3.73)
C (-1.50, 5.58, -4.28)
C (-2.34, 4.63, -3.68)
N (-2.00, 4.02, -2.53)
C (-3.50, 2.08, 0.59)
C (-4.73, 2.55, 1.00)
C (-4.93, 3.93, 1.16)
Cl (-6.50, 4.50, 1.57)
N (-3.21, 0.77, 0.22)
C (-4.15, -0.28, 0.26)
O (-5.28, -0.24, 0.75)
C (-3.64, -1.49, -0.44)
C (-4.55, -2.52, -0.74)
C (-4.08, -3.70, -1.31)
C (-2.69, -3.79, -1.65)
C (-1.87, -2.72, -1.35)
N (-2.33, -1.58, -0.73)
H (-1.74, 5.03, 0.78)
H (1.02, 5.33, -1.97)
H (0.47, 6.46, -4.27)
H (-1.82, 6.12, -5.18)
H (-3.32, 4.40, -4.09)
H (-5.54, 1.83, 1.15)
H (-5.59, -2.43, -0.48)
H (-4.73, -4.56, -1.38)
H (-2.27, -4.65, -2.15)
H (-0.80, -2.70, -1.61)
C (-1.10, -3.40, 3.64)
C (-2.00, -2.35, 2.98)
C (-3.47, -2.79, 3.22)
C (-1.82, -0.93, 3.45)
C (-2.50, -0.55, 4.64)
C (-2.29, 0.70, 5.22)
C (-1.25, 1.46, 4.77)
C (-0.58, 1.18, 3.55)
C (0.49, 2.16, 3.16)
C (-0.09, 3.56, 3.43)
C (1.80, 1.97, 3.92)
C (-0.98, 0.02, 2.81)
N (-0.42, -0.24, 1.46)
C (0.75, -0.94, 1.55)
C (1.41, -1.66, 0.54)
N (1.12, -1.81, -0.77)
C (1.81, -2.85, -1.40)
C (2.30, -2.63, -2.74)
C (2.91, -3.69, -3.46)
C (3.13, -4.94, -2.88)
C (2.71, -5.16, -1.58)
C (1.95, -4.18, -0.87)
C (1.25, -4.67, 0.38)
C (2.31, -4.86, 1.47)
C (0.44, -5.97, 0.12)
C (2.29, -1.28, -3.41)
C (1.67, -1.31, -4.83)
C (3.71, -0.72, -3.56)
H (-1.23, -4.41, 3.21)
H (-1.29, -3.42, 4.73)
H (-0.02, -3.16, 3.52)
H (-1.81, -2.38, 1.88)
H (-3.69, -3.04, 4.27)
H (-3.67, -3.66, 2.60)
H (-4.17, -2.00, 2.89)
H (-3.19, -1.25, 5.09)
H (-2.95, 1.04, 6.02)
H (-0.87, 2.30, 5.34)
H (0.68, 2.07, 2.07)
H (0.06, 3.88, 4.48)
H (-1.15, 3.66, 3.19)
H (0.41, 4.36, 2.83)
H (1.70, 2.21, 4.99)
H (2.56, 2.65, 3.52)
H (2.23, 0.95, 3.84)
H (1.32, -0.92, 2.48)
H (2.33, -2.09, 0.95)
H (3.19, -3.49, -4.50)
H (3.60, -5.75, -3.42)
H (2.91, -6.10, -1.08)
H (0.54, -3.90, 0.76)
H (2.87, -5.80, 1.33)
H (1.84, -4.94, 2.48)
H (3.02, -4.01, 1.50)
H (1.11, -6.82, -0.18)
H (-0.28, -5.78, -0.69)
H (-0.12, -6.25, 1.03)
H (1.66, -0.61, -2.79)
H (2.27, -1.88, -5.59)
H (1.50, -0.28, -5.19)
H (0.68, -1.78, -4.83)
H (4.41, -1.39, -4.12)
H (4.18, -0.56, -2.54)
H (3.72, 0.28, -4.07)
F (-2.50, 0.88, -2.99)
C (-1.34, 0.47, -2.43)
F (-0.38, 1.37, -2.87)
F (-1.01, -0.72, -3.08)
F (6.28, 4.63, -1.80)
C (6.27, 3.45, -1.09)
F (7.14, 2.61, -1.78)
F (6.84, 3.72, 0.12)
C (4.89, 2.81, -0.95)
C (4.55, 2.18, 0.26)
C (3.35, 1.47, 0.32)
N (2.53, 1.38, -0.72)
C (2.82, 2.01, -1.85)
C (4.02, 2.70, -2.06)
H (5.26, 2.24, 1.08)
H (3.01, 0.98, 1.23)
H (2.10, 1.92, -2.66)
H (4.26, 3.14, -3.04)

Output
* HOMO (spin up / spin down): -3.484 / -3.506 eV
* net charge: -1
* energy relative to the best compared isomer or geometry (same formula, charge and spin): 0.0000 eV

Löwdin population analysis, charges in e, atoms 1 to 6: Ti 1.13; Cl 0.69; C -0.74; C -0.07; C -0.25; N 0.01



No. 10
Here is a cluster of 4 separate species, C12H31Br2F3NO9P2 in total from OMol25. Energies are from ωB97M-V/def2-TZVPD.

Atoms and positions in Å:
N (5.14, -2.05, 4.09)
P (4.64, -2.26, 2.38)
O (6.04, -1.86, 1.40)
P (3.13, -0.73, 1.83)
C (1.79, -2.07, 1.44)
C (0.81, -2.41, 2.71)
C (-0.33, -1.28, 3.03)
F (0.18, 0.10, 3.20)
Br (-1.14, -1.79, 4.84)
C (-1.57, -1.21, 1.96)
F (-2.68, -0.45, 2.65)
F (-2.16, -2.53, 1.61)
Br (-1.14, -0.08, 0.32)
O (4.44, 0.37, 2.29)
C (3.93, 1.77, 2.36)
C (2.43, 1.91, 1.68)
O (2.20, 0.57, 1.05)
H (4.74, -2.81, 4.67)
H (4.92, -1.10, 4.46)
H (6.06, -2.46, 0.58)
H (3.79, -0.83, 0.53)
H (2.68, -0.49, 3.18)
H (1.22, -1.83, 0.43)
H (2.41, -3.07, 1.22)
H (1.45, -2.61, 3.69)
H (0.26, -3.44, 2.44)
H (3.89, 2.30, 3.40)
H (4.59, 2.48, 1.67)
H (1.57, 2.17, 2.46)
H (2.32, 2.70, 0.79)
C (-5.96, 1.10, 0.13)
C (-4.49, 1.50, 0.09)
O (-4.33, 2.79, 0.68)
O (-6.74, 2.08, -0.56)
H (-6.12, 0.13, -0.34)
H (-6.32, 1.06, 1.16)
H (-4.14, 1.57, -0.95)
H (-3.86, 0.78, 0.62)
H (-4.50, 2.69, 1.63)
H (-6.33, 2.94, -0.36)
C (4.17, -2.42, -3.15)
C (5.15, -1.63, -2.29)
O (5.90, -2.55, -1.49)
O (3.31, -3.20, -2.32)
H (3.55, -1.75, -3.76)
H (4.70, -3.11, -3.81)
H (4.61, -0.97, -1.61)
H (5.84, -1.04, -2.91)
H (6.50, -3.04, -2.09)
H (3.87, -3.51, -1.58)
C (-5.57, 3.71, -4.51)
C (-6.80, 2.87, -4.83)
O (-6.66, 1.58, -4.22)
O (-4.40, 3.05, -4.98)
H (-5.63, 4.69, -4.99)
H (-5.46, 3.84, -3.43)
H (-6.89, 2.70, -5.91)
H (-7.72, 3.34, -4.46)
H (-6.74, 1.71, -3.25)
H (-4.55, 2.09, -4.83)

Output
* HOMO: -3.613 eV
* net charge: -1

Löwdin population analysis, charges in e, atoms 1 to 6: N -0.27; P 0.72; O -0.44; P 0.37; C -0.37; C -0.24



No. 11
Here is a structure of composition C9H21NP from OMol25. Energies are from ωB97M-V/def2-TZVPD.

Atoms and positions in Å:
C (0.52, 1.32, -0.64)
C (1.39, 0.10, -0.28)
C (-0.82, 1.31, 0.13)
C (0.50, -1.07, -0.24)
C (-1.28, -0.23, 0.18)
C (-1.91, 2.11, -0.61)
C (0.37, -1.81, -1.55)
C (2.71, -0.86, 1.64)
C (2.08, 0.35, 1.01)
N (-2.17, -0.69, -0.91)
P (-1.90, -0.91, 1.72)
H (1.13, 2.24, -0.35)
H (0.39, 1.60, -1.76)
H (2.16, -0.17, -1.02)
H (-0.66, 1.73, 1.08)
H (0.52, -1.87, 0.55)
H (-2.06, 2.00, -1.69)
H (-1.59, 3.11, -0.65)
H (-2.97, 2.02, -0.24)
H (-0.04, -1.30, -2.39)
H (-0.10, -2.75, -1.43)
H (1.48, -2.00, -1.81)
H (3.56, -0.57, 2.32)
H (3.07, -1.53, 0.97)
H (1.94, -1.33, 2.34)
H (2.89, 1.12, 0.88)
H (1.47, 0.64, 1.89)
H (-2.51, -1.54, -0.60)
H (-1.50, -0.87, -1.75)
H (-2.86, 0.00, -1.17)
H (-2.96, 0.02, 1.96)
H (-0.86, -0.17, 2.42)

Output
* HOMO: -13.206 eV
* net charge: +1
* energy relative to the best compared isomer or geometry (same formula, charge and spin): 1.7810 eV

Löwdin population analysis, charges in e, atoms 1 to 6: C -0.12; C -0.36; C -0.31; C -0.19; C -0.58; C -0.08